No. 1
Here is a cluster of 2 separate species, C9H18N2O in total at a distorted geometry from OMol25. Energies are from ωB97M-V with the def2-TZVPD basis set.

As for the structure (SMILES): CO/C(C)=N/N.C=CCC(=C)C. Its HOMO-LUMO gap is 9.09 eV. The LUMO energy is 0.841 eV. Its HOMO energy is -8.25 eV. The calculation puts the energy relative to the best compared isomer or geometry (same formula, charge and spin) at 47.59 kcal per mole.

Structure (XYZ):
```
30
C9H18N2O ωB97M-V with the def2-TZVPD basis set
C 4.71 -1.69 0.45
O 4.47 -0.32 0.21
C 3.28 0.12 -0.25
C 3.01 1.55 0.22
N 2.45 -0.64 -0.84
N 1.28 -0.02 -1.23
H 4.09 -2.08 1.27
H 5.78 -1.73 0.73
H 4.56 -2.28 -0.46
H 3.84 2.21 -0.18
H 3.02 1.61 1.31
H 1.99 1.84 -0.03
H 1.39 0.77 -1.85
H 0.73 -0.74 -1.72
C -4.75 -1.78 0.11
C -4.05 -0.72 -0.33
C -2.52 -0.63 -0.24
C -1.98 0.66 0.38
C -1.37 0.56 1.56
C -2.16 1.95 -0.39
H -5.83 -1.85 -0.01
H -4.23 -2.57 0.63
H -4.54 0.09 -0.86
H -2.08 -0.69 -1.25
H -2.15 -1.49 0.37
H -1.28 -0.40 2.07
H -0.96 1.44 2.05
H -3.16 2.36 -0.16
H -2.14 1.81 -1.48
H -1.39 2.65 -0.09
```

No. 2
Here is an isolated molecule of C5H10O3 at a distorted geometry from OMol25. Energies are from ωB97M-V with the def2-TZVPD basis set.

As for the structure (SMILES): COC1(OC)C[C@H]1O. Its HOMO-LUMO gap is 10.29 eV. The LUMO energy is 0.859 eV. Its HOMO energy is -9.44 eV. The calculation puts the energy relative to the best compared isomer or geometry (same formula, charge and spin) at 136.47 kcal per mole.

Structure (XYZ):
```
18
C5H10O3 ωB97M-V with the def2-TZVPD basis set
C 0.05 -2.07 0.76
O 0.18 -1.03 -0.41
C -0.21 0.15 0.25
O -1.56 0.58 -0.04
C -1.76 0.57 -1.49
C 0.39 0.49 1.46
C 0.94 1.08 0.25
O 2.10 0.60 -0.49
H -1.07 -2.41 0.70
H 0.62 -1.50 1.64
H 0.66 -2.98 0.52
H -2.97 0.49 -1.66
H -1.14 -0.32 -2.11
H -1.28 1.49 -1.80
H -0.23 0.98 2.21
H 1.08 -0.24 1.83
H 0.48 2.09 0.05
H 1.72 -0.09 -1.23
```

No. 3
Here is a structure of composition C26H23ClIN7O3S2Ti at a distorted geometry from OMol25. Energies are from ωB97M-V with the def2-TZVPD basis set.

Its expectation value of S² is 2.031. Its HOMO-LUMO gap (alpha / beta) is 4.77 / 6.88 eV. The LUMO energy (alpha / beta) is -1.069 / -1.062 eV. The spin multiplicity is 3. Its HOMO energy (alpha / beta) is -5.84 / -7.95 eV. The calculation puts the energy relative to the best compared isomer or geometry (same formula, charge and spin) at 6.24 kcal per mole.

Structure (XYZ):
```
64
C26H23ClIN7O3S2Ti ωB97M-V with the def2-TZVPD basis set
Ti -0.36 0.39 0.26
Cl -5.51 -2.47 -3.40
C -4.30 -2.13 -2.20
C -4.27 -2.92 -1.07
C -3.29 -2.69 -0.10
I -3.26 -3.86 1.61
C -2.38 -1.68 -0.29
O -1.35 -1.43 0.59
C -2.45 -0.82 -1.39
N -1.53 0.23 -1.44
C -1.48 0.93 -2.63
C -2.36 0.72 -3.66
C -3.36 -0.25 -3.57
C -3.40 -1.06 -2.41
H -5.00 -3.70 -0.95
H -0.72 1.70 -2.71
H -2.27 1.33 -4.55
H -4.07 -0.41 -4.37
S -1.71 1.25 2.05
C -1.17 0.04 3.22
C -2.08 -0.38 4.20
C -1.74 -1.34 5.13
C -2.72 -1.77 6.10
N -3.51 -2.11 6.86
C -0.46 -1.90 5.11
C 0.45 -1.48 4.16
C 0.12 -0.52 3.20
S 1.31 -0.08 1.97
C -0.05 -2.92 6.04
N 0.30 -3.76 6.75
H -3.08 0.04 4.21
H 1.45 -1.90 4.15
N 0.35 -3.30 0.89
C 1.11 -3.44 -0.36
C 1.88 -2.19 -0.73
N 1.01 -1.07 -1.16
H -0.07 -4.18 1.17
H -0.73 -2.26 0.77
H 0.94 -2.97 1.65
H 0.40 -3.70 -1.15
H 1.83 -4.26 -0.31
H 2.58 -2.46 -1.52
H 2.46 -1.85 0.13
H 0.38 -1.37 -1.89
H 1.61 -0.37 -1.61
O 6.18 4.58 -1.61
C 5.73 3.27 -1.81
N 4.36 3.06 -1.36
C 3.37 3.73 -2.00
O 3.58 4.44 -2.97
C 1.98 3.56 -1.47
C 1.03 4.54 -1.73
C -0.25 4.39 -1.22
C -0.55 3.25 -0.51
N 0.34 2.28 -0.30
C 1.59 2.45 -0.75
H 5.71 5.14 -2.24
H 6.37 2.61 -1.23
H 5.78 2.98 -2.86
H 4.22 2.80 -0.39
H 1.32 5.41 -2.31
H -1.01 5.14 -1.38
H -1.54 3.08 -0.10
H 2.29 1.65 -0.52
```

No. 4
Here is a cluster of 2 separate species, C7H16NO in total at a distorted geometry from OMol25. Energies are from ωB97M-V with the def2-TZVPD basis set.

Its expectation value of S² is 0.751. Its HOMO-LUMO gap (alpha / beta) is 3.84 / 9.79 eV. The LUMO energy (alpha / beta) is 0.746 / 0.582 eV. The spin multiplicity is 2. Its HOMO energy (alpha / beta) is -3.10 / -9.21 eV. The calculation puts the energy relative to the best compared isomer or geometry (same formula, charge and spin) at 30.03 kcal per mole.

Structure (XYZ):
```
25
C7H16NO ωB97M-V with the def2-TZVPD basis set
C -2.43 1.78 0.30
C -1.50 0.59 -0.05
C -0.66 0.25 1.15
C 0.24 -0.98 1.03
C -0.01 -2.15 1.62
C 2.43 -1.61 0.03
C 1.70 -0.76 0.75
N -0.74 1.01 -1.29
H -2.08 2.72 -0.02
H -3.38 1.66 -0.23
H -2.69 1.85 1.35
H -2.15 -0.20 -0.41
H 0.04 1.04 1.43
H -1.26 0.02 2.03
H 0.79 -2.88 1.71
H -0.87 -2.49 2.19
H 3.51 -1.57 -0.05
H 1.99 -2.32 -0.65
H 2.10 0.17 1.14
H -0.55 2.07 -1.25
H -1.16 0.64 -2.19
H 0.22 0.74 -1.33
H 2.08 0.04 -3.22
H 2.57 0.19 -1.74
O 1.79 0.19 -2.31
```

> Which formula does entry 3 have?

C26H23ClIN7O3S2Ti